{"formula": "C60H42Cl4FIrN7O3", "method": "ωB97M-V/def2-TZVPD", "charge": 1, "orbital_gap_ev": [5.982, 5.983], "fmax_ha_per_bohr": 0.0110, "homo_energy_ev": [-8.91, -8.91], "spin_multiplicity": 1, "symbols": ["Ir", "Cl", "C", "C", "C", "C", "C", "C", "C", "C", "C", "C", "C", "C", "C", "C", "C", "C", "Cl", "C", "C", "C", "N", "C", "C", "C", "C", "C", "C", "Cl", "C", "C", "C", "C", "C", "C", "N", "C", "C", "C", "C", "C", "N", "C", "C", "C", "C", "Cl", "C", "C", "C", "C", "N", "H", "H", "H", "H", "H", "H", "H", "H", "H", "H", "H", "H", "H", "H", "H", "H", "H", "H", "H", "H", "H", "H", "H", "H", "C", "C", "N", "C", "C", "C", "O", "O", "C", "O", "C", "C", "C", "F", "C", "C", "C", "N", "C", "C", "N", "C", "C", "H", "H", "H", "H", "H", "H", "H", "H", "H", "H", "H", "H", "H", "H", "H", "H", "H", "H"], "positions_angstrom": [[1.855382, 1.516384, 0.111800], [6.865557, 8.180263, -4.283480], [5.970108, 6.959732, -3.437824], [5.975442, 6.947965, -2.052275], [5.253959, 5.972883, -1.381382], [4.537466, 5.007921, -2.083597], [4.548251, 5.038236, -3.474980], [5.259624, 6.012902, -4.157387], [3.769123, 3.955760, -1.359282], [2.670919, 4.370077, -0.594370], [2.163392, 5.713102, -0.585147], [1.031023, 5.699875, 0.150927], [0.844629, 4.351506, 0.603530], [-0.269384, 3.910235, 1.304991], [-1.309595, 4.917999, 1.659235], [-1.085550, 5.872580, 2.645024], [-2.070897, 6.791519, 2.974453], [-3.280438, 6.756016, 2.300281], [-4.517666, 7.902597, 2.706453], [-3.516934, 5.824344, 1.301705], [-2.528393, 4.904926, 0.987333], [-0.515520, 2.598159, 1.684754], [0.234083, 1.499305, 1.341492], [-0.310958, 0.431600, 1.982093], [0.142726, -0.893868, 1.881199], [-0.709254, -1.942180, 2.513142], [-2.066043, -1.998690, 2.200580], [-2.890671, -2.978324, 2.724738], [-2.344996, -3.923873, 3.572082], [-3.383546, -5.186136, 4.216854], [-1.009735, -3.890395, 3.928679], [-0.202803, -2.890320, 3.402801], [1.272386, -1.285864, 1.181311], [1.678294, -2.652817, 0.970262], [2.781684, -2.635511, 0.197749], [3.079242, -1.261033, -0.098508], [2.157270, -0.447563, 0.525323], [4.100001, -0.857628, -0.935214], [4.334716, 0.468040, -1.309512], [5.484627, 0.905254, -2.063321], [5.387615, 2.242563, -2.187612], [4.179724, 2.646160, -1.511609], [3.562062, 1.535046, -0.984786], [5.010307, -1.902102, -1.487319], [5.874185, -2.610830, -0.657943], [6.714045, -3.586763, -1.173454], [6.684194, -3.854605, -2.532022], [7.727658, -5.077680, -3.184127], [5.834312, -3.160565, -3.378280], [5.003081, -2.184719, -2.850889], [-1.417832, 0.870651, 2.788976], [-1.555111, 2.201537, 2.586802], [1.884986, 3.571882, 0.175697], [6.540416, 7.693155, -1.509469], [5.253292, 5.956054, -0.298312], [3.983092, 4.297156, -4.027316], [5.262891, 6.043124, -5.238343], [2.599151, 6.546443, -1.110045], [0.360088, 6.519912, 0.345551], [-0.135319, 5.891760, 3.164788], [-1.906282, 7.530574, 3.746597], [-4.460737, 5.831253, 0.773429], [-2.678025, 4.188834, 0.187125], [-2.476443, -1.257473, 1.530120], [-3.945603, -2.996595, 2.474500], [-0.607636, -4.624980, 4.613378], [0.839867, -2.847149, 3.688687], [1.163908, -3.522182, 1.341007], [3.339340, -3.479273, -0.173175], [6.270041, 0.259387, -2.417333], [6.079234, 2.916710, -2.664293], [5.895420, -2.390048, 0.402456], [7.391639, -4.132339, -0.530975], [5.825189, -3.385066, -4.436117], [4.332194, -1.638335, -3.502876], [-1.991666, 0.249409, 3.456147], [-2.260945, 2.874195, 3.046347], [-5.058826, 0.017399, 0.802750], [-4.783514, -0.041524, -0.692841], [-3.381387, -0.320332, -1.006236], [-2.538831, 0.733582, -1.185965], [-1.200472, 0.660965, -1.390988], [-0.500083, 1.982195, -1.575245], [-1.160912, 2.966289, -1.854286], [0.812980, 2.028548, -1.505417], [-0.569227, -0.641938, -1.476516], [0.603436, -0.864807, -1.703720], [-1.497472, -1.779028, -1.234301], [-0.952435, -3.057473, -1.193856], [-1.733435, -4.130605, -0.872731], [-1.173037, -5.363855, -0.874962], [-3.087267, -3.990244, -0.550548], [-3.643006, -2.721557, -0.644071], [-2.862613, -1.608607, -0.985062], [-3.871692, -5.066904, -0.075627], [-5.179086, -5.327060, -0.641707], [-6.167324, -5.543560, 0.512732], [-5.391811, -6.076161, 1.687572], [-4.340014, -7.046697, 1.242898], [-3.257736, -6.261574, 0.487948], [-6.105290, 0.263238, 0.987087], [-4.436778, 0.781707, 1.272704], [-4.840900, -0.934427, 1.291238], [-5.021747, 0.915621, -1.153165], [-5.407968, -0.781621, -1.193423], [-3.006093, 1.710404, -1.170152], [0.101799, -3.176688, -1.412596], [-4.678142, -2.591510, -0.356763], [-5.161180, -6.208242, -1.294747], [-5.504061, -4.490058, -1.252177], [-6.935651, -6.274968, 0.268763], [-6.641108, -4.619150, 0.837059], [-6.016411, -6.497643, 2.372193], [-4.906242, -5.311869, 2.169621], [-4.840769, -7.779884, 0.613510], [-3.938124, -7.546088, 2.120336], [-2.819901, -6.926709, -0.261000], [-2.467560, -5.959210, 1.173862]], "forces_ev_per_angstrom": [[0.1805, 0.2072, 0.4950], [0.0040, 0.0031, -0.0045], [-0.0051, -0.0055, 0.0035], [-0.0030, -0.0042, 0.0153], [0.0133, -0.0026, -0.0052], [0.0027, -0.0022, 0.0146], [-0.0220, 0.0036, -0.0059], [-0.0051, -0.0104, -0.0097], [-0.0326, 0.0558, -0.0497], [0.0836, -0.0225, 0.0322], [0.0149, 0.0331, -0.0011], [-0.0171, 0.0347, 0.0198], [0.0704, 0.0072, -0.0011], [-0.0767, 0.0183, 0.0114], [0.0109, -0.0018, -0.0160], [-0.0163, -0.0265, 0.0197], [0.0068, 0.0098, 0.0134], [0.0052, -0.0114, -0.0084], [-0.0068, 0.0052, 0.0015], [-0.0015, -0.0045, -0.0082], [0.0120, 0.0231, -0.0260], [0.0880, 0.0214, 0.0341], [0.0384, 0.1091, 0.0751], [0.0738, -0.0895, 0.0175], [-0.0667, 0.0360, -0.0120], [0.0504, -0.0618, -0.0224], [0.0063, -0.0097, -0.0295], [-0.0017, 0.0251, -0.0223], [-0.0396, -0.0003, -0.0153], [-0.0095, 0.0031, -0.0432], [0.0167, -0.0263, 0.0250], [0.0021, 0.0344, -0.0185], [0.0773, -0.0081, 0.0575], [-0.0028, 0.0493, 0.0416], [0.0235, -0.0032, 0.0077], [-0.0654, -0.0204, 0.0670], [-0.3519, -0.0766, -0.3336], [0.0482, 0.0675, -0.0530], [-0.0096, -0.0745, -0.0058], [-0.0326, -0.0268, -0.0135], [0.0122, 0.0288, -0.0471], [0.0115, -0.0484, 0.1149], [0.1368, 0.0630, 0.0722], [-0.0102, 0.0031, -0.0091], [0.0136, 0.0052, -0.0102], [0.0044, 0.0097, 0.0233], [-0.0060, 0.0000, -0.0031], [0.0026, -0.0023, -0.0021], [-0.0055, 0.0103, -0.0066], [-0.0086, -0.0091, 0.0079], [-0.0638, -0.0202, -0.0174], [-0.0528, 0.0025, 0.0130], [-0.2047, -0.0601, -0.2923], [-0.0072, -0.0069, -0.0003], [0.0027, 0.0003, -0.0057], [0.0106, 0.0123, 0.0031], [-0.0030, -0.0017, 0.0128], [0.0016, -0.0189, 0.0047], [0.0062, -0.0222, 0.0022], [-0.0100, 0.0021, 0.0013], [0.0037, -0.0104, -0.0098], [0.0141, -0.0050, 0.0037], [-0.0082, 0.0067, 0.0133], [-0.0166, -0.0134, -0.0008], [0.0252, -0.0105, 0.0108], [-0.0007, 0.0177, -0.0091], [0.0086, -0.0010, 0.0049], [-0.0126, -0.0211, 0.0195], [-0.0046, 0.0040, 0.0046], [0.0074, 0.0093, -0.0037], [0.0002, -0.0163, 0.0064], [0.0024, -0.0049, -0.0056], [-0.0097, 0.0058, -0.0069], [0.0001, 0.0039, 0.0115], [0.0026, -0.0096, 0.0056], [0.0130, 0.0218, 0.0002], [0.0072, -0.0145, -0.0019], [0.0302, -0.0023, 0.0196], [0.0269, 0.0042, -0.0428], [0.0295, 0.0581, 0.0357], [-0.0487, -0.1019, 0.0090], [0.0028, 0.1311, 0.0971], [-0.0093, 0.1013, -0.0332], [0.0773, -0.1329, 0.0462], [-0.1115, -0.1785, -0.1373], [-0.1599, -0.0791, 0.0484], [0.2459, 0.0154, -0.3173], [-0.0244, -0.0243, 0.0792], [0.0183, 0.0195, 0.0108], [-0.0069, -0.0282, -0.0305], [-0.0093, -0.0149, 0.0256], [0.0149, -0.0135, -0.0016], [-0.0195, 0.0248, 0.0580], [-0.0025, -0.0061, -0.0070], [-0.0516, 0.0371, 0.0116], [0.0372, -0.0263, -0.0253], [0.0243, -0.0024, 0.0150], [0.0643, 0.0198, 0.0347], [-0.0103, 0.0221, -0.0113], [-0.0230, 0.0212, -0.0224], [0.0163, 0.0053, -0.0073], [-0.0130, -0.0101, -0.0033], [-0.0007, -0.0052, -0.0014], [-0.0070, 0.0071, -0.0037], [-0.0042, -0.0312, 0.0020], [0.0161, 0.0086, 0.0048], [-0.0224, -0.0083, -0.0051], [0.0084, 0.0044, -0.0064], [0.0100, -0.0061, -0.0048], [-0.0111, 0.0204, -0.0005], [-0.0158, 0.0090, 0.0024], [0.0096, 0.0148, -0.0043], [-0.0382, -0.0510, 0.0035], [0.0075, 0.0227, 0.0000], [-0.0071, -0.0109, 0.0023], [0.0176, 0.0069, 0.0034], [0.0077, -0.0010, -0.0094], [0.0060, 0.0115, 0.0143]]}